No. 1
The following is a quantum chemistry calculation of a 2-piece molecular cluster, C4H13NO2 overall in a non-equilibrium geometry, from OMol25.

```
20
Properties=species:S:1:pos:R:3:forces:R:3:nbo_charge:R:1
C 1.517 -0.026 1.492 -0.77 0.24 -0.56 -0.63
C 0.740 0.436 0.256 -0.24 -0.93 -0.35 -0.07
C -0.741 -0.063 0.202 -0.10 1.84 0.71 0.08
C -1.462 0.021 1.553 0.74 -0.21 -0.10 -0.63
O -0.926 -1.291 -0.442 0.16 -0.45 -0.17 -0.72
N 1.463 0.106 -0.978 -0.21 0.09 0.22 -0.82
H 1.237 -1.048 1.754 0.25 -0.12 -0.02 0.19
H 1.213 0.610 2.323 0.44 -0.10 0.14 0.22
H 2.575 0.041 1.251 0.11 0.05 0.40 0.23
H 0.638 1.510 0.232 0.18 0.51 0.37 0.19
H -1.235 0.728 -0.377 -0.09 -0.46 -0.57 0.15
H -2.540 -0.014 1.402 0.07 -0.13 0.20 0.22
H -1.178 0.930 2.088 -0.22 0.18 -0.22 0.21
H -1.107 -0.784 2.190 -0.30 -0.36 0.17 0.20
H -0.169 -1.855 -0.229 -0.22 0.00 -0.06 0.47
H 1.814 -0.844 -0.984 -0.04 -0.07 0.08 0.34
H 0.799 0.187 -1.740 0.47 0.10 -0.27 0.36
H -1.329 0.978 -3.736 0.50 -0.41 0.24 0.48
H -0.768 -0.067 -2.735 -0.32 -0.04 -0.22 0.47
O -0.540 0.446 -3.523 -0.42 0.27 0.01 -0.95
```
Forces are in eV/Å.

The value obtained for the HOMO energy is -0.342 Eh. Its frontier orbital gap is 10.029 eV. Its structure (SMILES) is C[C@H](O)[C@@H](C)N.O. The value obtained for the energy above the lowest of the compared OMol25 structures with the same formula, charge and spin is 58.0 kJ/mol.

No. 2
The following is a quantum chemistry calculation of a 3-piece molecular cluster, C4H13NO2 overall in a non-equilibrium geometry, from OMol25.

```
20
Properties=species:S:1:pos:R:3:forces:R:3:nbo_charge:R:1
C -0.844 -1.334 -1.485 1.66 -0.88 -1.30 -0.67
C 0.080 -1.067 -0.370 0.59 0.85 0.06 0.21
C 0.121 -1.779 0.757 -0.99 -1.76 -0.20 -0.54
C 0.675 1.113 -1.455 -0.65 -1.47 -0.74 -0.43
N 0.884 0.067 -0.466 2.65 -0.15 0.31 -0.64
H -1.129 -2.340 -1.339 -1.31 -0.97 0.22 0.23
H -1.610 -0.598 -1.384 -0.91 0.19 -0.57 0.23
H -0.356 -1.389 -2.499 -0.47 0.77 0.87 0.21
H -0.268 -2.813 0.775 -0.11 0.76 -0.07 0.20
H 0.384 -1.382 1.706 1.11 0.24 0.34 0.21
H 0.668 0.665 -2.533 0.00 1.39 1.68 0.18
H -0.267 1.448 -1.099 -1.53 0.66 -0.88 0.20
H 1.260 2.014 -1.279 0.75 -0.56 -0.23 0.24
H 1.861 -0.258 -0.444 -0.68 0.54 0.37 0.38
H 0.648 1.468 1.477 0.84 0.90 0.17 0.50
H 0.272 2.899 1.681 1.01 -0.28 0.04 0.46
O 1.088 2.351 1.619 -1.57 -0.31 -0.23 -0.97
H -1.230 -0.149 1.534 -0.73 -2.87 -1.90 0.48
H -1.244 0.469 2.842 -0.47 -0.03 2.08 0.47
O -0.992 0.617 1.962 0.78 2.99 -0.01 -0.94
```
Forces are in eV/Å.

The value obtained for the HOMO energy is -0.307 Eh. Its frontier orbital gap is 9.083 eV. Its structure (SMILES) is C=C(C)NC.O.O. The value obtained for the energy above the lowest of the compared OMol25 structures with the same formula, charge and spin is 194.6 kJ/mol.

No. 3
The following is a quantum chemistry calculation of a 2-piece molecular cluster, C4H13NO2 overall in a non-equilibrium geometry, from OMol25.

```
20
Properties=species:S:1:pos:R:3:forces:R:3:nbo_charge:R:1
C -1.307 2.107 -1.194 2.88 -0.37 -1.80 -0.07
O -0.440 2.617 -2.277 0.16 0.19 1.15 -0.75
C -0.426 1.170 -0.357 -2.67 0.01 1.36 -0.41
C 0.102 -0.085 -1.045 1.77 1.73 0.63 -0.43
C 1.065 -0.788 -0.061 -1.59 -1.28 0.91 -0.21
N 0.687 -2.216 0.098 0.67 -0.97 -0.66 -0.87
H -1.649 3.000 -0.694 -0.58 -0.20 0.48 0.18
H -2.031 1.494 -1.708 -0.90 0.07 0.36 0.17
H -0.866 2.484 -3.108 -0.46 -0.10 -0.77 0.46
H 0.282 1.693 0.285 0.51 0.18 -0.65 0.21
H -1.152 0.836 0.408 0.12 -0.20 0.09 0.19
H -0.671 -0.779 -1.345 -0.11 0.05 -0.35 0.22
H 0.720 0.351 -1.842 -0.43 -0.77 -0.52 0.21
H 0.946 -0.330 0.932 0.51 0.10 -0.32 0.19
H 2.077 -0.786 -0.421 0.52 0.53 0.05 0.18
H 0.531 -2.618 1.015 -0.16 1.01 0.36 0.37
H 1.458 -2.787 -0.236 -0.26 0.02 -0.30 0.35
H -0.478 -2.098 3.999 -0.71 -0.45 0.64 0.47
H 0.961 -1.580 4.068 -0.41 -0.08 -0.22 0.47
O 0.193 -1.684 3.483 1.12 0.52 -0.47 -0.94
```
Forces are in eV/Å.

The value obtained for the HOMO energy is -0.324 Eh. Its frontier orbital gap is 9.499 eV. Its structure (SMILES) is NCCCCO.O. The value obtained for the energy above the lowest of the compared OMol25 structures with the same formula, charge and spin is 132.1 kJ/mol.

No. 4
The following is a quantum chemistry calculation of a 2-piece molecular cluster, C4H13NO2 overall in a non-equilibrium geometry, from OMol25.

```
20
Properties=species:S:1:pos:R:3:forces:R:3:nbo_charge:R:1
C -0.618 1.751 -0.354 -0.43 -1.06 -1.73 -0.08
O -0.187 2.123 0.903 0.31 0.95 1.37 -0.73
C -1.550 0.465 -0.162 0.99 -1.04 -4.68 -0.42
C -0.713 -0.858 0.064 -1.32 0.20 2.03 -0.43
C 0.449 -0.963 -0.933 -2.64 -7.33 -0.56 -0.22
N 1.310 -2.254 -0.683 -0.31 2.05 0.11 -0.85
H -1.197 2.499 -0.927 -0.02 0.15 0.69 0.16
H 0.365 1.738 -0.917 -1.36 -0.93 0.17 0.19
H -0.964 2.161 1.461 -0.03 0.14 0.45 0.47
H -2.164 0.642 0.676 -0.99 0.35 0.91 0.19
H -2.263 0.315 -1.162 1.77 0.53 2.57 0.20
H -0.459 -0.832 1.198 0.43 -0.06 -1.92 0.21
H -1.402 -1.802 0.049 1.13 1.68 -0.46 0.21
H 1.044 -0.156 -1.037 1.84 2.41 -0.42 0.20
H -0.044 -1.366 -1.916 0.77 1.77 1.27 0.19
H 2.021 -2.047 0.037 -0.90 -0.37 -0.26 0.37
H 0.662 -2.996 -0.400 0.57 0.40 0.18 0.35
H 2.507 0.687 1.748 1.92 1.02 1.40 0.46
H 1.237 0.750 1.119 -0.93 0.18 -0.25 0.48
O 1.965 0.142 1.236 -0.79 -1.03 -0.89 -0.95
```
Forces are in eV/Å.

The value obtained for the HOMO energy is -0.322 Eh. Its frontier orbital gap is 9.481 eV. Its structure (SMILES) is NCCCCO.O. The value obtained for the energy above the lowest of the compared OMol25 structures with the same formula, charge and spin is 200.4 kJ/mol.

No. 5
The following is a quantum chemistry calculation of a 2-piece molecular cluster, C4H13NO2S overall in a non-equilibrium geometry, from OMol25.

```
21
Properties=species:S:1:pos:R:3:forces:R:3:nbo_charge:R:1
C -1.143 -0.696 -0.720 -0.08 -2.75 -1.05 -0.67
C -0.828 0.771 -0.710 0.45 1.74 2.18 -0.09
C -2.069 1.622 -0.392 -0.73 0.00 -0.53 -0.50
S -2.774 1.296 1.270 -1.01 -0.49 -0.29 -0.07
N 0.213 1.147 0.347 -1.03 0.46 -2.30 -0.65
C 1.482 1.386 -0.280 1.93 -1.45 1.92 0.07
O 2.147 0.125 -0.582 0.43 0.17 0.23 -0.76
H -0.867 -1.176 -1.685 -0.01 0.50 0.19 0.22
H -0.584 -1.366 -0.017 -0.40 1.03 -0.08 0.23
H -2.207 -1.004 -0.631 0.50 0.71 0.27 0.24
H -0.377 1.157 -1.628 -0.37 -0.37 -0.20 0.21
H -2.828 1.440 -1.206 0.29 -0.13 1.18 0.22
H -1.966 2.708 -0.365 0.88 -0.18 -0.45 0.23
H -1.688 1.141 2.025 0.39 0.21 -0.30 0.13
H 0.281 0.404 1.038 0.38 0.26 -0.21 0.37
H 2.106 1.856 0.508 0.01 -0.31 -0.54 0.17
H 1.661 1.964 -1.188 -1.49 0.47 0.11 0.18
H 1.513 -0.497 -0.949 -0.13 0.10 -0.11 0.46
H 2.817 -4.887 1.823 0.09 0.60 0.18 0.48
H 2.700 -3.294 1.895 0.21 -0.56 0.12 0.48
O 2.410 -4.097 1.445 -0.30 -0.02 -0.32 -0.95
```
Forces are in eV/Å.

The value obtained for the HOMO energy is -0.329 Eh. Its frontier orbital gap is 9.620 eV. Its structure (SMILES) is C[C@@H](CS)NCO.O. The value obtained for the energy above the lowest of the compared OMol25 structures with the same formula, charge and spin is 129.3 kJ/mol.

No. 6
The following is a quantum chemistry calculation of a 2-piece molecular cluster, C4H13NO2S overall in a non-equilibrium geometry, from OMol25.

```
21
Properties=species:S:1:pos:R:3:forces:R:3:nbo_charge:R:1
C 0.651 -0.052 -0.683 -3.28 -1.57 7.53 -0.20
N 0.219 1.028 0.312 1.92 0.85 -0.99 -0.68
C 1.069 2.287 0.102 1.11 -2.24 0.42 0.11
O 0.334 3.314 0.534 -2.64 2.93 1.85 -0.73
C -0.582 -1.218 -0.463 3.57 1.69 0.49 -0.42
C 0.197 -2.544 -0.568 1.99 2.16 -0.86 -0.47
S 1.387 -3.015 0.839 -0.03 1.76 -1.44 -0.07
H 1.613 -0.324 -0.254 0.18 -0.83 -1.06 0.18
H 0.592 0.228 -1.636 0.17 1.51 -3.67 0.19
H 0.307 0.666 1.298 0.23 0.36 -1.52 0.36
H 2.140 2.415 0.620 -1.88 -1.14 -0.84 0.13
H 1.240 2.407 -0.993 -0.11 -0.33 0.59 0.15
H -0.426 3.086 1.146 1.61 -0.10 -1.33 0.49
H -1.147 -1.037 0.483 1.01 -0.39 -0.45 0.19
H -1.247 -0.953 -1.271 -0.29 -0.69 -0.50 0.22
H -0.428 -3.343 -0.474 -1.75 -2.40 -0.66 0.21
H 0.808 -2.457 -1.564 -1.23 -0.84 1.87 0.22
H 2.300 -2.059 0.443 -0.41 -0.85 0.61 0.12
H -3.044 1.276 0.916 1.90 3.71 0.37 0.47
H -2.675 -0.138 0.441 2.16 -0.93 -0.96 0.47
O -3.307 0.433 0.772 -4.22 -2.65 0.57 -0.94
```
Forces are in eV/Å.

The value obtained for the HOMO energy is -0.346 Eh. Its frontier orbital gap is 10.094 eV. Its structure (SMILES) is OCNCCCS.O. The value obtained for the energy above the lowest of the compared OMol25 structures with the same formula, charge and spin is 286.0 kJ/mol.

No. 7
The following is a quantum chemistry calculation of a 2-piece molecular cluster, C4H13NO2S overall in a non-equilibrium geometry, from OMol25.

```
21
Properties=species:S:1:pos:R:3:forces:R:3:mulliken_spin:R:1
C 0.788 1.391 1.569 -1.13 -2.36 0.87 0.02
O 0.788 0.592 2.766 1.21 0.05 -0.21 0.01
C 0.180 0.483 0.331 0.83 -1.03 0.79 0.00
C 1.252 0.395 -0.910 -0.80 -0.85 3.73 0.05
C 1.115 -0.934 -1.648 0.99 -1.35 -0.74 0.01
S 0.142 -0.727 -3.131 3.54 -0.51 -1.44 0.85
N -0.234 -0.870 0.936 -5.71 5.57 -6.01 0.05
H -0.002 2.116 1.713 0.58 1.03 -0.23 0.00
H 1.863 1.710 1.567 -1.27 0.15 -0.86 0.00
H -0.063 0.347 3.135 -0.40 0.32 -0.44 0.00
H -0.738 0.958 0.037 -0.31 0.35 -0.48 0.00
H 1.268 1.317 -1.482 0.22 -0.08 -0.12 -0.01
H 2.162 0.210 -0.293 0.01 0.66 -1.00 0.01
H 0.695 -1.765 -1.050 -0.24 0.70 0.05 0.02
H 2.141 -1.361 -1.878 -1.22 0.80 -0.62 -0.01
H -1.012 -0.594 -2.661 -2.91 0.34 1.55 -0.01
H -0.645 -1.443 0.200 0.27 -0.23 0.84 0.00
H 0.475 -1.148 1.394 6.25 -3.54 4.28 0.00
H -2.664 0.185 -0.212 -3.48 -1.31 -0.89 0.00
H -3.914 -0.667 0.159 -1.35 -1.99 3.05 0.00
O -3.598 -0.195 -0.543 4.92 3.28 -2.12 0.00
```
Forces are in eV/Å.

The spin multiplicity is 2. As for the net charge: +1. The value obtained for the HOMO energy (spin up / spin down) is -0.508 / -0.504 Eh. Its frontier orbital gap (spin up / spin down) is 10.342 / 4.573 eV. The value obtained for the energy above the lowest of the compared OMol25 structures with the same formula, charge and spin is 246.9 kJ/mol. The expectation value of S² is 0.754.

No. 8
The following is a quantum chemistry calculation of a 4-piece molecular cluster, C4H13NO3 overall in a non-equilibrium geometry, from OMol25.

```
21
Properties=species:S:1:pos:R:3:forces:R:3:nbo_charge:R:1
N -0.372 0.680 -1.694 0.67 -0.18 0.91 -0.56
C -0.795 0.002 -0.686 -0.94 1.95 0.76 0.31
C -1.825 0.632 0.207 -0.26 0.08 -0.22 -0.71
C -0.447 -1.928 0.866 -1.00 -0.84 -0.93 -0.74
C -0.097 -1.194 -0.288 0.11 -1.28 0.28 0.21
H 0.729 0.338 -1.903 1.91 -0.56 -1.09 0.45
H -0.521 1.683 -1.577 -0.54 -0.17 -0.55 0.42
H -2.812 0.190 0.095 -0.05 -0.48 0.12 0.23
H -1.472 0.611 1.234 -0.04 -0.17 0.11 0.30
H -1.473 -1.762 1.160 -0.01 0.37 0.65 0.24
H 0.276 -1.640 1.692 0.03 0.86 0.47 0.41
H 0.687 -1.624 -0.901 0.16 0.62 -0.28 0.27
H 1.432 1.520 0.895 0.03 -0.20 -0.51 0.50
H -1.980 1.665 -0.096 0.22 0.12 -0.03 0.23
O 1.588 1.885 0.003 -0.14 0.40 0.28 -1.02
H -0.333 -2.994 0.654 0.49 -0.10 0.19 0.26
H 0.547 0.747 2.833 0.06 -0.11 0.00 0.44
O 0.440 0.132 2.093 0.02 -0.56 -0.47 -1.07
H 2.683 0.146 -2.233 -0.11 0.07 -0.19 0.47
H 1.834 1.126 -0.561 0.22 -0.13 0.30 0.49
O 1.911 -0.214 -1.791 -0.81 0.31 0.19 -1.13
```
Forces are in eV/Å.

The value obtained for the HOMO energy is -0.336 Eh. Its frontier orbital gap is 5.993 eV. The value obtained for the energy above the lowest of the compared OMol25 structures with the same formula, charge and spin is 624.7 kJ/mol.